P) C2H4N3O | ωB97M-V/def2-TZVPD

```
10
Properties=species:S:1:pos:R:3:lowdin_charge:R:1
O -2.31 0.93 0.00 0.19
N 1.24 -0.81 0.10 0.37
N -2.04 -1.38 0.05 0.22
N 0.44 1.51 0.08 0.23
C -2.26 -0.20 0.06 -0.40
C 0.73 0.24 0.06 -0.13
H 1.61 -1.77 0.08 0.18
H -0.43 1.65 -0.42 0.11
H -2.63 -2.06 -0.25 0.06
H 1.18 2.17 0.30 0.17
```

The HOMO-LUMO gap comes out at 10.4854 eV. The total charge is +1.

Q) C2H4N3O | ωB97M-V/def2-TZVPD

```
10
Properties=species:S:1:pos:R:3:lowdin_charge:R:1
O -2.00 -1.75 2.73 0.22
N -1.07 -1.33 2.25 -0.24
N 0.69 0.67 -0.55 0.06
N -0.22 -0.80 1.79 0.20
C 1.01 0.68 0.57 0.25
C 0.19 0.57 -1.84 -0.04
H 0.96 1.06 -2.55 0.15
H -0.85 1.01 -1.98 0.14
H 0.09 -0.60 -2.03 0.16
H 1.19 0.51 1.61 0.10
```

The HOMO-LUMO gap comes out at 11.7882 eV. The total charge is +1.

R) C2H4N3O | ωB97M-V/def2-TZVPD

```
10
Properties=species:S:1:pos:R:3:lowdin_charge:R:1
O -2.52 -1.47 -0.31 0.41
N -0.59 -0.20 -0.04 -0.02
N -0.73 1.39 0.22 0.11
N 0.08 2.08 0.59 0.22
C 0.81 -0.66 -0.24 0.01
C -1.62 -0.87 -0.20 -0.18
H 0.80 -1.59 -0.66 0.06
H 1.07 2.09 0.83 0.15
H 1.34 -0.73 0.77 0.13
H 1.36 -0.05 -0.96 0.11
```

The HOMO-LUMO gap comes out at 10.2365 eV. The total charge is +1. As for the SMILES: [H]/N=N\[N+](C)=C=O.

On energetic grounds, P) is preferred over the next structure by 2.944 eV.

P) C2H12N2O3 | ωB97M-V/def2-TZVPD

```
19
Properties=species:S:1:pos:R:3:lowdin_charge:R:1
O -4.35 2.91 0.47 -0.07
O -1.25 -2.09 -0.78 -0.07
O 1.57 2.15 -2.01 -0.11
N 1.73 -0.66 -1.23 0.07
N 0.85 -0.15 0.81 -0.06
C 0.76 -0.64 2.21 -0.09
C 1.49 -1.04 -0.03 -0.33
H -2.15 -2.04 -1.15 0.04
H 1.63 1.52 -1.28 -0.02
H 2.25 -1.34 -1.77 0.05
H -0.03 -1.37 2.32 0.07
H 1.68 -1.16 2.44 0.07
H -0.76 -1.87 -1.58 0.03
H 1.65 -2.07 0.28 0.13
H 0.03 0.29 0.42 0.12
H -3.66 3.36 0.98 0.04
H 1.81 1.56 -2.74 0.02
H 0.64 0.26 2.82 0.08
H -3.88 2.39 -0.18 0.03
```

The HOMO-LUMO gap comes out at 9.7338 eV. The total charge is 0. As for the SMILES: [H]/N=C/NC.O.O.O.

Q) C2H12N2O3 | ωB97M-V/def2-TZVPD

```
19
Properties=species:S:1:pos:R:3:lowdin_charge:R:1
O -4.69 2.45 -3.15 -0.06
O 3.32 -0.51 0.42 -0.09
O 2.61 2.28 -0.97 -0.08
N 0.22 -1.58 1.37 -0.02
N 0.74 0.68 1.23 -0.01
C -0.06 -0.33 0.96 -0.31
C -0.81 -2.64 1.18 -0.06
H 3.86 0.14 -0.02 0.02
H 0.92 0.67 2.23 0.06
H -1.03 -0.23 0.50 0.11
H 1.17 -1.55 1.74 0.14
H 2.22 1.73 -0.27 -0.02
H -5.10 3.31 -2.96 0.03
H -1.80 -2.17 0.95 0.09
H -4.54 2.41 -4.10 0.03
H 2.01 2.01 -1.69 0.05
H 2.42 -0.14 0.48 -0.04
H -0.69 -3.43 1.91 0.08
H -0.76 -3.10 0.17 0.08
```

The HOMO-LUMO gap comes out at 9.6597 eV. The total charge is 0. As for the SMILES: [H]/N=C\NC.O.O.O.

On energetic grounds, P) is preferred over the next structure by 1.028 eV.

P) C2H12N2O3 | ωB97M-V/def2-TZVPD

```
19
Properties=species:S:1:pos:R:3:lowdin_charge:R:1
O 0.16 -2.88 1.35 -0.07
O 3.61 -0.03 -0.63 -0.07
O -1.09 -1.42 -1.49 -0.06
N -1.62 0.85 1.87 0.01
N 0.02 1.81 -1.30 0.01
C -0.95 1.42 -0.36 -0.25
C -0.63 1.25 0.94 -0.23
H 0.69 2.48 -0.95 0.08
H -1.67 -1.26 -2.23 0.04
H 2.82 0.41 -0.27 0.02
H -0.46 -0.70 -1.44 0.00
H -1.89 1.06 -0.76 0.11
H -1.16 0.44 2.68 0.07
H 3.41 -0.96 -0.50 0.04
H 0.28 1.72 1.31 0.10
H -2.26 0.19 1.46 0.07
H 0.21 -2.00 0.95 0.01
H -0.31 -3.44 0.72 0.04
H -0.30 2.08 -2.22 0.08
```

The HOMO-LUMO gap comes out at 8.0294 eV. The total charge is 0. As for the SMILES: N/C=C/N.O.O.O.

Q) C2H12N2O3 | ωB97M-V/def2-TZVPD

```
19
Properties=species:S:1:pos:R:3:lowdin_charge:R:1
O 2.84 0.37 -0.19 0.02
O -0.01 -2.80 0.02 -0.18
O -1.18 -2.15 -2.33 -0.03
N -0.16 0.69 2.40 0.00
N -0.92 1.19 -1.14 0.03
C -1.06 1.23 0.26 -0.23
C -0.06 1.32 1.15 -0.26
H -1.25 -2.14 -1.34 0.03
H 2.74 0.64 0.61 -0.09
H -1.17 0.54 2.67 0.11
H 0.86 -3.17 -0.38 0.08
H 2.86 0.67 -1.09 0.06
H 0.34 -1.91 0.62 0.15
H -0.37 1.92 -1.43 0.03
H -1.17 -1.33 -2.60 -0.09
H 1.04 1.63 0.91 0.13
H -2.04 0.87 0.55 0.10
H -1.75 1.30 -1.73 0.09
H 0.45 1.14 3.06 0.06
```

The HOMO-LUMO gap comes out at 8.2498 eV. The total charge is 0. As for the SMILES: N/C=C/N.O.O.O.

On energetic grounds, P) is preferred over the next structure by 2.423 eV.

P) C16H17NO | ωB97M-V/def2-TZVPD

```
35
Properties=species:S:1:pos:R:3:lowdin_charge:R:1
O -0.90 -2.49 -0.44 0.00
N 0.84 3.09 -2.83 0.07
C 2.40 2.48 -0.95 -0.03
C -0.73 -0.12 -3.85 -0.04
C 2.88 1.39 -0.25 -0.11
C -1.00 -2.14 0.90 -0.31
C -1.61 -0.21 2.24 -0.03
C 0.98 0.93 -2.12 -0.13
C 1.39 -0.14 -1.36 -0.03
C 2.45 0.07 -0.48 -0.08
C -0.83 -2.22 3.26 -0.06
C -0.06 2.34 -3.56 -0.09
C -1.45 -0.80 1.02 -0.02
C -1.24 -0.91 3.42 -0.28
C -1.48 -0.39 4.79 -0.07
C -0.82 -2.88 2.05 -0.03
C 1.34 2.28 -1.84 -0.21
C -0.06 1.05 -3.18 -0.22
H -0.95 -0.92 -3.14 0.07
H -0.03 -0.59 -4.55 0.08
H 2.75 3.47 -0.66 0.10
H 0.75 4.09 -2.76 0.15
H -0.65 0.18 5.23 0.08
H -2.29 0.35 4.81 0.08
H -0.73 2.71 -4.32 0.12
H -0.30 -3.83 1.94 0.11
H 3.80 1.50 0.32 0.10
H -1.78 -1.16 5.51 0.08
H 2.87 -0.64 0.23 0.09
H -0.41 -3.34 -0.47 0.12
H -0.59 -2.77 4.16 0.11
H 0.83 -1.06 -1.21 0.09
H -1.74 -0.34 0.09 0.12
H -1.63 0.23 -4.35 0.07
H -2.00 0.79 2.34 0.11
```

The HOMO-LUMO gap comes out at 8.5281 eV. The total charge is 0. As for the SMILES: Cc1c[nH]c2ccccc12.Cc1ccc(O)cc1.

Q) C16H17NO | ωB97M-V/def2-TZVPD

```
35
Properties=species:S:1:pos:R:3:lowdin_charge:R:1
O 1.56 -2.30 -1.25 0.01
N 2.21 0.47 0.16 0.08
C 1.58 3.85 -1.19 -0.06
C -0.52 -1.54 -0.36 -0.01
C 0.73 3.24 1.86 -0.03
C -0.48 -3.37 -1.93 -0.01
C 1.65 2.56 -0.46 -0.24
C 1.20 2.35 0.90 -0.14
C -2.58 -2.63 -0.93 -0.28
C 0.77 1.37 3.39 -0.10
C 0.17 -2.37 -1.21 -0.30
C 2.21 1.40 -0.88 -0.05
C -1.91 -1.61 -0.26 -0.02
C -4.05 -2.82 -0.74 -0.06
C 1.32 0.50 2.49 -0.02
C -1.86 -3.41 -1.83 -0.05
C 0.50 2.73 3.12 -0.10
C 1.52 1.02 1.21 -0.25
H -4.38 -2.98 0.29 0.08
H -0.02 -0.79 0.24 0.09
H 0.34 3.32 4.01 0.10
H 2.29 4.58 -0.78 0.08
H 1.73 -0.50 2.62 0.11
H 1.82 -2.54 -2.15 0.10
H 0.42 4.24 1.57 0.11
H 0.54 1.09 4.42 0.10
H 2.45 1.09 -1.89 0.12
H -2.44 -4.14 -2.38 0.11
H 1.88 3.75 -2.22 0.07
H -2.40 -0.86 0.34 0.12
H 2.17 -0.51 -0.09 0.11
H -4.45 -3.61 -1.35 0.07
H 0.64 4.39 -1.07 0.08
H -4.67 -1.96 -1.05 0.08
H 0.05 -4.03 -2.61 0.11
```

The HOMO-LUMO gap comes out at 8.4512 eV. The total charge is 0. As for the SMILES: Cc1c[nH]c2ccccc12.Cc1ccc(O)cc1.

On energetic grounds, Q) is preferred over the next structure by 0.554 eV.